[1]
{"formula": "C23H20ClFGaP", "method": "ωB97M-V with the def2-TZVPD basis set", "symbols": ["C", "C", "C", "H", "C", "C", "H", "H", "H", "H", "Ga", "Cl", "P", "C", "C", "H", "C", "H", "C", "H", "C", "H", "C", "H", "C", "C", "H", "C", "H", "C", "H", "C", "H", "C", "H", "C", "C", "H", "C", "H", "C", "H", "C", "H", "C", "H", "F"], "coordinates": [[-0.8883, 1.9889, 0.4918], [-1.2086, 1.6071, -0.8468], [-2.0064, 0.4219, -0.7696], [-0.9194, 2.1315, -1.7391], [-2.1511, 0.0952, 0.6033], [-1.4888, 1.0793, 1.3878], [-1.3918, 1.0775, 2.4586], [-0.2418, 2.8044, 0.7650], [-2.4270, -0.1224, -1.5965], [-2.6390, -0.7836, 0.9879], [0.0000, 0.0000, 0.0000], [0.2199, -2.0560, 1.1480], [0.7729, -1.0254, -1.8863], [-0.5018, -2.0351, -2.7412], [-0.6963, -1.9921, -4.1208], [-0.1097, -1.3214, -4.7314], [-1.6442, -2.8086, -4.7217], [-1.7883, -2.7609, -5.7931], [-2.3999, -3.6827, -3.9548], [-3.1378, -4.3192, -4.4248], [-2.1993, -3.7409, -2.5820], [-2.7766, -4.4278, -1.9778], [-1.2594, -2.9223, -1.9767], [-1.0985, -2.9764, -0.9094], [1.3043, 0.1985, -3.1348], [0.3858, 1.0983, -3.6764], [-0.6645, 1.0124, -3.4334], [0.8046, 2.0924, -4.5449], [0.0805, 2.7760, -4.9682], [2.1497, 2.2102, -4.8712], [2.4782, 2.9900, -5.5455], [3.0686, 1.3264, -4.3265], [4.1184, 1.4155, -4.5713], [2.6508, 0.3240, -3.4634], [3.3728, -0.3575, -3.0389], [2.1930, -2.1820, -1.7866], [2.3457, -3.1705, -2.7583], [1.6085, -3.2858, -3.5398], [3.4397, -4.0199, -2.7262], [3.5461, -4.7851, -3.4835], [4.3881, -3.8947, -1.7201], [5.2408, -4.5608, -1.6925], [4.2368, -2.9153, -0.7502], [4.9677, -2.8157, 0.0408], [3.1435, -2.0616, -0.7778], [3.0303, -1.3040, -0.0213], [1.6180, 0.7312, 0.3572]], "forces_ev_per_a": [[-0.510, 0.597, -0.297], [-0.432, 0.387, 0.615], [-0.345, 0.439, 0.266], [0.059, 0.060, 0.078], [-0.595, 0.161, 0.075], [0.006, -0.173, -0.573], [0.056, -0.042, 0.069], [0.028, 0.049, -0.006], [0.002, -0.109, -0.082], [-0.041, -0.035, -0.002], [1.138, -1.116, 1.743], [-0.116, 0.476, -0.082], [0.709, -1.224, -2.180], [0.061, 0.126, 0.033], [-0.016, 0.061, 0.081], [0.046, 0.052, -0.045], [-0.011, -0.005, -0.005], [0.005, -0.001, -0.013], [0.056, 0.029, 0.044], [-0.006, -0.006, -0.003], [-0.040, -0.016, -0.042], [-0.009, -0.004, 0.016], [0.028, 0.049, 0.008], [-0.006, -0.019, 0.115], [0.059, 0.008, 0.203], [0.033, -0.093, -0.100], [-0.035, -0.064, -0.081], [0.011, -0.003, -0.032], [-0.011, 0.011, -0.001], [-0.009, -0.043, 0.055], [0.001, 0.002, -0.002], [0.008, 0.041, -0.058], [0.017, 0.002, -0.008], [-0.088, 0.046, -0.003], [0.070, -0.022, 0.004], [-0.170, 0.090, 0.093], [-0.028, 0.048, 0.024], [-0.039, -0.005, -0.047], [0.022, -0.012, 0.031], [-0.001, -0.006, -0.011], [-0.036, 0.043, -0.021], [-0.005, -0.001, 0.007], [0.018, -0.007, 0.015], [0.011, 0.003, 0.011], [-0.030, 0.036, -0.073], [-0.074, 0.172, 0.174], [0.208, 0.018, 0.005]], "mol_weight_g_mol": 451.56, "fmax_ev_per_a": 2.60, "energy_ha": -3714.70378, "e_homo_ev": -8.55}



[2]
{"formula": "C7H10N3", "method": "ωB97M-V with the def2-TZVPD basis set", "symbols": ["C", "C", "C", "C", "C", "C", "C", "N", "N", "N", "H", "H", "H", "H", "H", "H", "H", "H", "H", "H"], "coordinates": [[2.0756, 1.7402, 0.3122], [1.8482, 1.6969, -1.1131], [0.8239, 1.0136, -1.6058], [0.5623, -0.2733, 2.7582], [-0.1449, 0.2056, -0.7711], [-0.9676, -0.7038, -1.6882], [-0.1798, -0.8419, 1.5214], [1.5534, 0.9262, 1.0335], [1.3945, 0.7330, 2.4009], [0.4387, -0.5290, 0.3092], [2.6681, 2.0636, -1.7044], [0.4056, 1.2490, -2.5520], [0.4512, -0.6617, 3.7363], [-0.7452, 1.1286, -0.2918], [-1.9857, -0.8863, -1.2647], [-0.4086, -1.7504, -1.6318], [-1.0200, -0.2576, -2.6118], [-0.2000, -1.9323, 1.6855], [-1.1426, -0.4320, 1.8212], [1.7789, 1.3599, 3.0434]], "forces_ev_per_a": [[0.587, 0.970, -0.317], [1.836, -0.478, -0.065], [-0.743, -0.074, 1.488], [2.442, 2.589, -4.392], [-1.778, 2.700, 1.229], [0.446, -3.076, 3.752], [0.742, -0.540, 2.078], [-2.115, -2.642, 0.337], [-3.323, -4.285, 0.050], [2.692, 1.330, 0.567], [-0.392, 0.828, -0.386], [0.331, -0.271, -1.201], [-0.110, 0.248, 1.039], [0.203, -1.823, -1.000], [0.771, 0.201, -0.449], [-1.162, 2.149, -0.780], [-0.231, 0.503, -2.335], [-0.304, 0.177, -0.083], [-1.070, 0.188, -0.589], [1.180, 1.306, 1.055]], "total_charge": 1, "mol_weight_g_mol": 136.18, "fmax_ev_per_a": 5.65, "energy_ha": -436.48813, "e_homo_ev": -12.56}



[3]
{"formula": "C5H13FN", "method": "ωB97M-V with the def2-TZVPD basis set", "symbols": ["C", "C", "C", "C", "C", "N", "F", "H", "H", "H", "H", "H", "H", "H", "H", "H", "H", "H", "H", "H"], "coordinates": [[2.4908, 0.7717, -0.1865], [-1.6409, 0.8805, 1.0391], [1.8247, -0.6035, -0.4522], [-1.1172, 0.3646, -0.2372], [0.7446, -0.6930, 0.4656], [-2.0716, -0.7041, -0.7529], [0.1067, -1.8474, 0.5031], [1.6980, 1.5235, -0.1885], [2.9261, 0.6751, 0.7763], [3.3160, 0.9644, -0.9673], [-1.5068, 0.0868, 1.7582], [-2.6540, 1.0707, 0.8707], [-1.1355, 1.8236, 1.2780], [1.7459, -0.8176, -1.5694], [2.4628, -1.4659, -0.1584], [-0.8804, 1.1581, -0.9927], [0.9178, -0.2901, 1.4213], [-2.2417, -0.7664, -1.7159], [-3.1020, -0.4930, -0.5635], [-1.8835, -1.6380, -0.3277]], "forces_ev_per_a": [[0.811, -0.930, -2.083], [1.181, 0.044, -0.260], [2.484, -0.084, -2.204], [3.121, -0.311, -0.337], [-4.371, 1.191, -2.691], [-1.625, 0.295, 1.953], [-0.416, -1.885, 0.550], [0.430, 0.221, -0.147], [0.590, 0.509, 0.906], [-1.443, -0.015, 1.334], [-0.178, 0.208, 0.850], [-1.954, 0.628, 0.404], [-0.088, -0.448, 0.338], [-0.926, 0.405, 1.469], [0.253, 0.526, 0.133], [-0.470, -1.172, 0.346], [-0.164, 0.647, 1.269], [1.223, -0.444, -2.348], [1.424, -0.003, 0.975], [0.119, 0.616, -0.459]], "total_charge": 1, "mol_weight_g_mol": 106.16, "fmax_ev_per_a": 5.27, "energy_ha": -352.56563, "e_homo_ev": -13.23}